Version a
Molecular formula: C2H7NO4S
Method: DFT, wB97M-V/def2-TZVPD

Calculated values
LUMO (eV): 0.5998
E_HOMO (eV): -9.683
Kohn-Sham gap (eV): 10.28

```
! RIJCOSX wB97M-V def2-TZVPD def2/J DEFGRID3
* xyz 0 1
C 2.403 0.658 0.003
C 1.046 0.235 -0.468
N 0.851 -1.040 -0.908
O -1.752 -1.261 -0.354
O -1.802 0.529 1.338
O -3.762 -0.050 0.085
O 0.030 0.958 -0.248
S -2.140 0.125 -0.189
H 2.959 1.249 -0.811
H 2.118 1.195 0.947
H 3.133 -0.082 0.417
H -3.740 -0.567 0.968
H 1.658 -1.649 -1.042
H -0.039 -1.385 -1.117
H -0.962 1.084 1.377
*
```

Version b
Molecular formula: C2H7NO4S
Method: DFT, wB97M-V/def2-TZVPD

Calculated values
LUMO (eV): -3.1101
E_HOMO (eV): -10.143
Kohn-Sham gap (eV): 7.03

```
! RIJCOSX wB97M-V def2-TZVPD def2/J DEFGRID3
* xyz 0 1
C 0.285 1.422 -0.689
C 0.657 0.312 0.349
H -1.096 0.770 -2.236
H -0.159 2.070 -2.625
H 1.360 1.902 -0.589
H -0.400 2.293 -0.099
H 1.289 -0.356 -0.270
H 1.178 0.798 1.221
H -1.482 -2.329 -0.693
N -0.052 1.117 -2.113
O -0.447 -0.467 0.608
O -1.370 -2.570 1.068
O 1.107 -2.163 1.342
O -0.703 -1.159 3.013
S -0.165 -1.639 1.711
*
```

Short version: version a, version b, most stable first.

Version a
Molecular formula: C4H14N2OS
Method: DFT, wB97M-V/def2-TZVPD

Calculated values
LUMO (eV): 0.5358
Structure (SMILES): NC[C@H](N)CCS.O
E_HOMO (eV): -8.689
Kohn-Sham gap (eV): 9.22

```
! RIJCOSX wB97M-V def2-TZVPD def2/J DEFGRID3
* xyz 0 1
N -1.019 -0.150 -1.620
C -0.170 0.826 -1.087
C 1.274 0.167 -1.040
C 2.507 1.048 -0.734
S 2.841 2.420 -1.808
C -0.770 1.247 0.413
N -0.868 -0.039 1.168
H -0.649 -1.030 -1.533
H -1.977 -0.270 -1.231
H -0.196 1.831 -1.753
H 1.325 -0.409 -2.035
H 1.277 -0.510 -0.129
H 3.367 0.307 -0.765
H 2.535 1.460 0.362
H 3.865 2.969 -1.089
H -1.684 1.752 0.155
H -0.020 1.927 0.970
H -1.667 -0.675 0.983
H -0.714 0.200 2.186
H -2.915 -5.070 2.715
H -2.892 -3.650 3.050
O -3.449 -4.351 2.821
*
```

Version b
Molecular formula: C4H14N2OS
Method: DFT, wB97M-V/def2-TZVPD

Calculated values
LUMO (eV): 0.8380
Structure (SMILES): NC[C@H](N)CCS.O
E_HOMO (eV): -8.501
Kohn-Sham gap (eV): 9.34

```
! RIJCOSX wB97M-V def2-TZVPD def2/J DEFGRID3
* xyz 0 1
N -1.528 1.298 -1.099
C -0.176 1.052 -0.368
C 0.735 0.183 -1.327
C 2.125 0.003 -0.743
S 2.720 -1.702 -0.927
C -0.598 0.273 0.990
N -1.914 0.843 1.441
H -1.434 2.150 -1.642
H -1.854 0.401 -1.582
H 0.168 2.080 -0.108
H 0.662 0.807 -2.138
H 0.224 -0.722 -1.753
H 2.309 0.317 0.307
H 2.625 0.583 -1.556
H 1.494 -2.260 -0.514
H 0.086 0.542 1.764
H -0.508 -0.844 0.908
H -2.458 1.147 0.616
H -2.117 1.206 2.430
H 0.157 -1.690 1.892
H -0.763 -3.051 1.556
O 0.046 -2.616 1.852
*
```

Short version: version a, version b, most stable first.

Version a
Molecular formula: C4H14N2OS
Method: DFT, wB97M-V/def2-TZVPD

Calculated values
LUMO (eV): 0.7143
Structure (SMILES): CN[C@@H](CN)CS.O
E_HOMO (eV): -8.438
Kohn-Sham gap (eV): 9.15

```
! RIJCOSX wB97M-V def2-TZVPD def2/J DEFGRID3
* xyz 0 1
C 0.335 1.003 -2.351
N 0.626 -0.211 -1.587
C 0.723 -0.174 -0.101
C -0.528 -0.827 0.553
S -0.968 -2.417 -0.183
C 0.952 1.210 0.523
N 2.381 1.585 0.552
H -0.296 1.691 -1.793
H -0.264 0.714 -3.216
H 1.217 1.596 -2.594
H 1.521 -0.563 -1.883
H 1.556 -0.817 0.133
H -1.328 -0.080 0.510
H -0.295 -1.073 1.579
H -0.867 -2.086 -1.473
H 0.507 1.996 -0.040
H 0.615 1.113 1.526
H 2.632 2.257 -0.149
H 3.049 0.866 0.757
H -3.001 1.258 2.303
H -1.977 1.376 3.465
O -2.149 1.643 2.561
*
```

Version b
Molecular formula: C4H14N2OS
Method: DFT, wB97M-V/def2-TZVPD

Calculated values
LUMO (eV): 0.8262
Structure (SMILES): CNC[C@@H](N)CS.O
E_HOMO (eV): -8.859
Kohn-Sham gap (eV): 9.69

```
! RIJCOSX wB97M-V def2-TZVPD def2/J DEFGRID3
* xyz 0 1
N 0.429 -0.664 2.000
C 0.513 -0.705 0.543
C 1.100 -1.975 -0.093
S 2.807 -1.727 -0.739
C -0.909 -0.394 -0.007
N -0.904 0.691 -0.988
C -2.196 1.281 -1.205
H 1.346 -0.801 2.420
H -0.101 -1.475 2.314
H 1.136 0.113 0.192
H 1.175 -2.806 0.603
H 0.513 -2.316 -0.936
H 2.486 -1.406 -2.001
H -1.521 -0.139 0.860
H -1.290 -1.276 -0.529
H -0.210 1.387 -0.755
H -2.739 0.706 -1.958
H -2.145 2.311 -1.546
H -2.857 1.425 -0.341
H 0.465 2.211 0.670
H 1.604 2.972 1.165
O 1.297 2.586 0.332
*
```

Short version: version b, version a, most stable first.